[1]
Here is a molecular structure, C37H38F6N2O3PtSbSiTe in a non-equilibrium geometry from the Open Molecules 2025 dataset. Energies are from ωB97M-V/def2-TZVPD.

As for the total charge: -1. As for the energy above the lowest of the compared OMol25 structures with the same formula, charge and spin: 0.00 kcal per mole. The value obtained for the lowest unoccupied orbital energy is 2.1 eV. The value obtained for the electronic energy is -89378.3951 eV.

Structure (XYZ):
```
90
Properties=species:S:1:pos:R:3:mulliken_charge:R:1
Pt 1.60 -0.30 0.64 1.7122
O 5.45 -1.41 1.11 -0.7521
C 4.27 -1.10 1.18 0.2798
O 3.39 -1.22 0.24 -0.9124
C 3.74 -0.51 2.48 0.3659
C 4.43 -0.63 3.67 -0.7085
C 3.83 -0.18 4.83 -0.4427
C 2.56 0.37 4.76 -1.0246
C 1.93 0.47 3.54 -0.2035
N 2.53 0.06 2.42 0.4935
H 5.40 -1.10 3.64 0.5694
H 4.32 -0.30 5.79 0.4133
H 2.03 0.68 5.65 0.4936
H 0.93 0.87 3.43 0.3542
C -1.60 -7.09 -3.83 -1.5758
C -1.39 -5.85 -3.01 0.8365
C -2.43 -4.97 -2.75 -0.6586
C -2.25 -3.83 -1.96 0.9200
C -3.45 -2.95 -1.74 -1.9537
C -0.98 -3.56 -1.44 -0.2390
Te -0.71 -1.84 -0.18 0.8619
N -0.10 0.64 0.95 0.3568
C -0.31 1.77 1.42 -0.7525
O 0.67 2.68 1.80 -0.2076
C -1.70 2.24 1.70 0.4052
C -2.09 3.56 1.57 -0.2532
C -3.41 3.93 1.78 -0.8266
C -4.35 2.97 2.15 -0.4777
C -3.96 1.65 2.31 -0.7516
C -2.64 1.28 2.07 -0.3649
C -1.19 -0.48 -1.75 1.1034
C -2.32 0.31 -1.62 -0.4706
C -2.68 1.22 -2.60 -0.7885
C -1.89 1.33 -3.74 -0.8145
C -0.74 0.56 -3.86 -0.7355
C -0.37 -0.35 -2.87 0.2427
C 0.89 -1.16 -3.05 -1.2237
C 0.08 -4.45 -1.66 1.0384
C 1.45 -4.27 -1.07 -1.5673
C -0.14 -5.57 -2.45 -0.7702
H -2.53 -7.03 -4.40 0.3654
H -1.66 -7.97 -3.19 0.2934
H -0.78 -7.25 -4.53 0.3664
H -3.41 -5.18 -3.15 0.3557
H -4.35 -3.56 -1.65 0.5482
H -3.60 -2.26 -2.57 0.3075
H -3.36 -2.35 -0.83 0.1918
H -1.37 4.31 1.28 0.2899
H -3.71 4.96 1.66 0.4203
H -5.38 3.26 2.33 0.3784
H -4.68 0.90 2.61 0.4157
H -2.33 0.25 2.18 0.5750
H -2.93 0.23 -0.72 0.4835
H -3.56 1.83 -2.48 0.4419
H -2.16 2.02 -4.53 0.4153
H -0.12 0.66 -4.74 0.3873
H 1.38 -0.91 -3.99 0.5007
H 0.66 -2.23 -3.05 0.0977
H 1.60 -0.99 -2.24 -0.0030
H 1.56 -3.36 -0.49 -0.3083
H 2.21 -4.27 -1.86 0.4620
H 1.67 -5.10 -0.40 0.4197
H 0.68 -6.25 -2.63 0.4176
C 2.60 4.64 2.16 -1.3547
Si 1.75 3.56 0.89 0.6581
C 2.99 2.56 -0.08 -0.9002
C 0.72 4.58 -0.31 -0.2584
C 0.02 3.94 -1.34 0.3225
C -0.81 4.66 -2.19 -0.4329
C -0.96 6.03 -2.02 -0.6283
C -0.27 6.68 -1.01 -0.6443
C 0.56 5.96 -0.16 -0.1286
H 3.33 5.30 1.69 0.3582
H 3.13 4.00 2.87 0.3125
H 1.88 5.24 2.72 0.3033
H 3.42 3.20 -0.87 0.5628
H 2.54 1.69 -0.56 0.1393
H 3.81 2.20 0.55 0.2631
H 0.11 2.87 -1.48 0.1898
H -1.35 4.14 -2.97 0.4200
H -1.61 6.59 -2.68 0.3846
H -0.38 7.75 -0.88 0.3810
H 1.08 6.48 0.63 0.3227
F 1.98 -2.81 2.15 -0.4832
Sb 0.69 -3.63 3.28 2.4091
F 1.72 -5.21 3.31 -0.5691
F -0.23 -4.23 1.73 -0.6183
F -0.60 -4.43 4.41 -0.5713
F -0.34 -2.02 3.22 -0.6452
F 1.61 -2.93 4.79 -0.5862
```

[2]
Here is a molecular structure, C37H38F6N2O3PtSbSiTe from the Open Molecules 2025 dataset. Energies are from ωB97M-V/def2-TZVPD.

As for the total charge: -1. As for the energy above the lowest of the compared OMol25 structures with the same formula, charge and spin: 141.49 kcal per mole. The value obtained for the lowest unoccupied orbital energy is 2.0 eV. The value obtained for the electronic energy is -89372.2596 eV.

Structure (XYZ):
```
90
Properties=species:S:1:pos:R:3:mulliken_charge:R:1
Pt -0.16 -0.37 0.90 0.3644
O -1.62 1.68 -2.36 -0.5779
C -1.76 1.52 -1.18 0.2282
O -2.45 0.52 -0.59 -0.2598
C -1.22 2.43 -0.12 0.5006
C -1.06 3.78 -0.42 -0.4563
C -0.56 4.61 0.57 -0.5329
C -0.23 4.06 1.79 -0.6162
C -0.40 2.70 1.99 -0.5605
N -0.88 1.88 1.05 -0.2142
H -1.32 4.13 -1.41 0.4833
H -0.43 5.67 0.38 0.4259
H 0.16 4.67 2.60 0.4662
H -0.13 2.23 2.92 0.6723
C 6.65 -5.37 -4.55 -1.6203
C 5.49 -4.64 -3.94 0.5471
C 4.59 -3.93 -4.73 -0.9744
C 3.49 -3.28 -4.18 0.7965
C 2.54 -2.59 -5.13 -1.9126
C 3.29 -3.31 -2.78 0.0243
Te 1.43 -2.30 -2.24 1.5006
N -0.43 -1.20 -1.13 -0.5861
C -1.49 -1.27 -1.78 1.1413
O -2.69 -0.53 -1.51 -0.3768
C -1.85 -2.03 -3.01 -0.3765
C -2.20 -1.32 -4.16 -0.8605
C -2.48 -2.00 -5.33 -0.6514
C -2.43 -3.39 -5.36 -0.5128
C -2.09 -4.09 -4.21 -0.5487
C -1.80 -3.42 -3.04 0.2023
C 2.27 -0.35 -2.43 0.4486
C 1.41 0.54 -3.08 -0.5173
C 1.74 1.87 -3.25 -0.7124
C 2.96 2.33 -2.76 -0.8733
C 3.82 1.45 -2.12 -0.6279
C 3.51 0.10 -1.94 0.9247
C 4.50 -0.78 -1.24 -1.0627
C 4.17 -4.04 -1.98 2.2388
C 4.06 -4.20 -0.48 -2.3702
C 5.26 -4.68 -2.58 -0.7630
H 6.77 -5.12 -5.60 0.3655
H 6.52 -6.45 -4.47 0.3053
H 7.58 -5.12 -4.03 0.3577
H 4.73 -3.90 -5.80 0.2951
H 2.93 -2.65 -6.15 0.4842
H 2.41 -1.54 -4.90 0.2464
H 1.56 -3.08 -5.12 0.2178
H -2.25 -0.24 -4.12 0.4513
H -2.75 -1.45 -6.23 0.4203
H -2.64 -3.92 -6.28 0.3905
H -2.03 -5.17 -4.23 0.4256
H -1.52 -3.96 -2.15 0.4746
H 0.44 0.19 -3.43 0.2294
H 1.04 2.55 -3.73 0.4683
H 3.23 3.37 -2.87 0.3599
H 4.77 1.82 -1.74 0.3695
H 5.40 -0.22 -1.00 0.4811
H 4.78 -1.63 -1.87 0.1557
H 4.08 -1.19 -0.32 -0.0046
H 3.19 -3.74 -0.04 -0.1330
H 4.95 -3.78 0.00 0.4746
H 4.05 -5.27 -0.23 0.6350
H 5.94 -5.24 -1.94 0.4200
C 2.42 1.16 1.26 -1.4418
Si 1.65 -0.27 2.30 1.7321
C 0.19 -1.60 2.78 -1.6989
C 1.86 0.53 4.03 0.5962
C 3.14 0.91 4.43 -0.5397
C 3.38 1.56 5.63 -0.5334
C 2.32 1.85 6.49 -0.4381
C 1.04 1.49 6.12 -0.7946
C 0.82 0.83 4.91 -0.2827
H 3.51 1.04 1.26 0.4718
H 2.19 2.13 1.72 0.4528
H 2.08 1.19 0.22 0.0252
H 0.87 -2.40 3.07 0.3900
H -0.51 -2.10 2.08 0.4212
H -0.38 -1.27 3.65 0.4327
H 3.98 0.70 3.78 0.2619
H 4.39 1.83 5.91 0.3864
H 2.50 2.36 7.43 0.3605
H 0.20 1.71 6.77 0.3849
H -0.20 0.56 4.65 0.2188
F 0.70 -4.38 -1.38 -0.5755
Sb 1.27 -6.23 -2.37 1.4676
F 1.25 -7.76 -3.61 -0.6094
F 2.90 -1.34 2.26 -0.3449
F 1.94 -2.32 -0.43 -0.4682
F -0.58 -6.61 -2.05 -0.5899
F 0.98 -5.12 -3.92 -0.5754
```